1.
Entry from the OMol25 dataset: a structure of composition C19H17CdN3O5S (ωB97M-V/def2-TZVPD).

The calculation puts the gap between HOMO and LUMO at 0.2866 Eh. As for the spin multiplicity: 1.

Each line ends with the Löwdin charge.
Positions of all 46 atoms, in Å:
Cd: -0.1065 -0.0208 -0.0303  1.38
O: -2.0641 4.1800 4.0913  0.08
C: -1.6453 3.3013 3.1512  -0.28
C: -2.1548 3.3065 1.8527  0.06
C: -1.6675 2.3742 0.9637  -0.18
N: -0.7452 1.5015 1.3497  0.01
C: -0.2411 1.4812 2.5796  -0.21
C: -0.6714 2.3786 3.5298  0.07
C: 0.8342 0.4040 2.8335  -0.66
O: 1.2737 0.3287 3.9722  0.03
O: 1.1412 -0.3222 1.8205  -0.18
C: -2.1093 2.2732 -0.5121  -0.64
O: -2.9468 3.0845 -0.8799  0.03
O: -1.5116 1.3686 -1.1929  -0.16
H: -2.7157 4.7784 3.7059  0.11
H: -2.9126 4.0087 1.5259  0.13
H: -0.2575 2.3644 4.5286  0.13
C: 3.8280 0.3983 -2.3459  -0.04
C: 3.6279 -0.3999 -3.4578  -0.04
C: 2.4386 -1.0982 -3.5904  0.00
C: 1.4700 -0.9799 -2.6051  -0.20
N: 1.6713 -0.1981 -1.5403  0.04
C: 2.8154 0.4680 -1.4086  -0.10
C: 0.1567 -1.7024 -2.6832  -0.20
C: -0.1805 -2.4962 -3.7693  0.00
C: -1.4253 -3.1010 -3.8078  -0.04
C: -2.3129 -2.8857 -2.7702  -0.03
C: -1.9046 -2.0874 -1.7185  -0.13
N: -0.6948 -1.5313 -1.6651  0.03
H: 4.7445 0.9529 -2.2019  0.11
H: 4.3919 -0.4854 -4.2196  0.11
H: 2.2818 -1.7203 -4.4579  0.10
H: 2.9167 1.0683 -0.5128  0.12
H: 0.5088 -2.6398 -4.5877  0.10
H: -1.6986 -3.7243 -4.6489  0.12
H: -3.3026 -3.3209 -2.7687  0.11
H: -2.5672 -1.8769 -0.8901  0.07
C: -1.9559 -1.1972 3.4105  -0.38
S: -1.8556 -1.8654 1.7409  0.72
C: -0.7218 -3.2390 2.0117  -0.39
H: -2.5711 -1.8354 4.0416  0.04
H: -2.4165 -0.2125 3.3353  0.03
H: -0.9554 -1.0890 3.8297  0.03
H: 0.0963 -2.9074 2.6505  0.04
H: -0.3133 -3.5222 1.0422  0.03
H: -1.2373 -4.0902 2.4514  0.03

---

2.
Entry from the OMol25 dataset: a cluster of 11 separate species, C44H72Br20F11N6O in total at a distorted geometry (ωB97M-V/def2-TZVPD).

The calculation puts the gap between HOMO and LUMO at 0.2698 Eh. The charge is +1. As for the spin multiplicity: 1.

Each line ends with the Löwdin charge.
Positions of all 154 atoms, in Å:
N: 0.1634 -2.0277 2.8839  0.05
C: -0.2741 -1.3397 1.7447  -0.17
C: -1.7423 -1.7273 1.0900  -0.07
C: -1.8383 -1.4922 -0.5776  -0.23
C: -1.6781 0.1265 -0.8731  -0.05
C: -1.7720 1.2129 0.2926  -0.36
O: -2.8217 1.2770 1.2536  -0.15
C: -1.7620 2.7085 -0.4750  -0.23
N: -0.3305 3.2212 -0.6510  -0.06
N: -0.6867 -2.3198 -1.0008  -0.01
C: 0.5999 -1.7876 -1.4535  -0.17
C: 2.0432 -1.6691 -0.6597  0.00
C: 3.4413 -1.0811 -1.3164  -0.04
C: 3.5069 -0.5884 -2.8836  -0.02
C: 2.0811 -0.6961 -3.7368  -0.04
C: 0.6871 -1.2912 -3.0531  0.03
C: -0.8369 -3.5361 -1.8020  -0.12
N: 0.1252 -4.5516 -1.7135  0.03
N: 0.0012 -5.7531 -2.4494  0.05
N: -2.0190 -3.8129 -2.6700  0.11
C: -2.9338 -2.6348 -2.6302  -0.23
C: -4.1164 -2.8744 -3.6874  -0.11
C: -4.5681 -4.4343 -3.9950  -0.06
C: -3.6861 -5.2073 -5.1266  -0.24
F: -2.4459 -4.5369 -5.5639  0.01
F: -4.5791 -5.5853 -6.2569  0.01
F: -3.2527 -6.5155 -4.5064  -0.03
C: -3.3458 -2.0728 -1.1027  -0.11
C: -3.7999 -3.4925 -0.3601  -0.13
C: -4.4751 -3.5331 1.0929  -0.17
C: -6.0718 -4.0451 1.1319  -0.12
F: -6.2921 -5.2736 0.3133  -0.14
C: -4.6044 -1.1003 -1.0485  -0.10
F: -5.8450 -1.9796 -1.1856  -0.01
F: -4.8599 -0.5636 0.3541  0.01
C: -4.9972 0.1492 -1.9124  -0.08
F: -6.5061 0.3284 -1.7614  0.03
F: -4.5458 1.3995 -1.1753  -0.03
C: -4.7613 0.4395 -3.4482  -0.14
F: -4.9104 1.9475 -3.5971  0.03
F: -3.4844 0.1702 -4.1048  0.05
F: -5.8390 -0.0419 -4.3987  0.03
H: 1.1243 -1.6278 3.1076  0.05
H: 0.4622 -0.5284 1.3337  0.10
H: -1.7816 -2.8955 1.3526  0.13
H: -2.6591 -1.2709 1.6550  0.12
H: -2.3443 0.3182 -1.8471  0.12
H: -0.6246 0.4537 -1.3426  0.13
H: -0.7288 1.2381 0.8757  0.08
H: -3.5213 1.9783 1.1033  -0.08
H: -2.3313 2.6435 -1.5144  0.12
H: -2.3245 3.5303 0.1485  0.06
H: 0.0513 3.3698 0.3315  -0.09
H: 0.2493 2.4850 -1.1281  0.06
H: 2.0975 -2.0281 0.4527  0.08
H: 4.4111 -1.0431 -0.6240  0.10
H: 4.5173 -0.2067 -3.3363  0.10
H: 2.1359 -0.3236 -4.8647  -0.05
H: -0.2439 -1.3401 -3.7884  0.10
H: 0.9779 -4.5043 -1.1111  0.17
H: -0.8326 -6.3051 -2.0859  0.04
H: -0.1260 -5.4983 -3.4556  0.12
H: -2.4078 -4.7181 -2.3600  0.12
H: -2.2513 -1.7427 -3.0443  0.14
H: -3.7067 -2.4784 -4.7409  0.15
H: -5.1235 -2.3074 -3.5458  0.12
H: -5.6897 -4.4020 -4.4032  0.16
H: -4.6112 -5.1161 -3.0334  0.13
H: -4.5080 -4.1079 -1.1045  0.12
H: -2.8812 -4.2534 -0.2442  0.13
H: -4.3974 -2.5750 1.7698  0.12
H: -3.9574 -4.3714 1.7773  0.14
H: -6.7956 -3.1596 0.8772  0.12
H: -6.2817 -4.3474 2.2551  0.13
Br: -1.3122 -8.3746 -0.2865  0.62
C: 0.5660 -8.8974 -0.3581  -0.68
C: 1.2077 -8.8169 1.0072  -0.68
Br: 1.6080 -6.9700 1.4907  0.59
H: 1.0472 -8.2579 -1.1030  0.04
H: 0.5594 -9.9292 -0.7210  0.06
H: 2.1752 -9.3267 1.0091  0.06
H: 0.5840 -9.2280 1.8057  0.06
Br: 2.6300 -3.2772 -7.6014  0.59
C: 2.8270 -1.8177 -8.8810  -0.73
C: 3.7108 -0.7235 -8.3294  -0.66
Br: 2.7501 0.3726 -7.0330  0.69
H: 1.8196 -1.4769 -9.1340  0.05
H: 3.2840 -2.2744 -9.7636  -0.02
H: 4.0071 -0.0309 -9.1222  0.06
H: 4.6068 -1.0995 -7.8280  0.06
Br: -7.6598 4.6374 3.0727  0.62
C: -5.9802 3.7821 3.5765  -0.67
C: -4.8253 4.3298 2.7710  -0.61
Br: -4.8096 3.5884 0.9668  0.84
H: -6.1220 2.7048 3.4562  0.05
H: -5.8528 4.0114 4.6384  0.07
H: -3.8709 4.0270 3.2105  0.07
H: -4.8441 5.4183 2.6687  0.06
Br: -12.3686 3.0434 2.4635  0.61
C: -10.7913 2.6190 1.3967  -0.70
C: -10.2620 1.2433 1.7278  -0.68
Br: -9.2778 1.2529 3.4120  0.58
H: -10.0648 3.4176 1.5694  0.01
H: -11.1317 2.6616 0.3581  0.06
H: -9.5362 0.9184 0.9770  0.05
H: -11.0458 0.4865 1.8204  0.05
Br: 3.7199 4.3324 3.2161  0.62
C: 2.0440 5.3201 3.0678  -0.67
C: 0.8975 4.5443 3.6729  -0.64
Br: 0.3082 3.1145 2.4841  0.78
H: 1.9019 5.5505 2.0086  0.06
H: 2.2135 6.2501 3.6181  0.07
H: 0.0217 5.1868 3.7998  0.06
H: 1.1444 4.0807 4.6320  0.06
Br: 8.7076 3.0123 5.1356  0.59
C: 7.4975 4.4935 4.7508  -0.81
C: 6.9855 5.1253 6.0240  -0.72
Br: 5.5926 4.0324 6.8430  0.64
H: 6.7034 4.0989 4.1113  -0.05
H: 8.0970 5.2081 4.1796  -0.03
H: 6.5054 6.0848 5.8122  0.06
H: 7.7621 5.2716 6.7797  -0.08
Br: 6.9570 2.4435 1.6180  0.62
C: 7.1540 3.9030 0.3384  -0.67
C: 8.0377 4.9973 0.8899  -0.64
Br: 7.0771 6.0934 2.1864  0.71
H: 6.1465 4.2439 0.0854  0.05
H: 7.6110 3.4463 -0.5442  0.06
H: 8.3341 5.6898 0.0972  0.06
H: 8.9337 4.6212 1.3914  0.06
Br: 4.5878 -4.4462 -11.7810  0.61
C: 2.8748 -3.9925 -12.5971  -0.69
C: 2.9907 -2.7576 -13.4596  -0.67
Br: 3.0456 -1.1398 -12.3711  0.64
H: 2.1514 -3.8887 -11.7840  0.05
H: 2.6105 -4.8634 -13.2039  0.06
H: 2.1056 -2.6443 -14.0917  0.06
H: 3.8848 -2.7492 -14.0891  0.06
Br: 4.0663 4.0141 11.6854  0.60
C: 3.4113 2.3732 10.8578  -0.69
C: 3.3509 2.5064 9.3541  -0.71
Br: 1.8021 3.5552 8.8007  0.58
H: 2.4431 2.1502 11.3138  0.05
H: 4.1312 1.6025 11.1482  0.06
H: 3.2131 1.5279 8.8857  0.06
H: 4.2332 2.9888 8.9245  -0.04
Br: 6.8672 7.6155 9.3434  0.61
C: 8.5468 6.7602 9.8472  -0.68
C: 9.7016 7.3079 9.0417  -0.66
Br: 9.7174 6.5665 7.2375  0.70
H: 8.4050 5.6829 9.7270  0.06
H: 8.6741 6.9895 10.9091  0.06
H: 10.6561 7.0051 9.4812  0.06
H: 9.6829 8.3964 8.9394  0.06

---

3.
Entry from the OMol25 dataset: a structure of composition C30H25Cl3GeN7O2W at a distorted geometry (ωB97M-V/def2-TZVPD).

The calculation puts the gap between HOMO and LUMO (alpha / beta) at 0.2519 / 0.2328 Eh. The charge is +2. As for the spin multiplicity: 2.

Each line ends with the Löwdin charge.
Positions of all 69 atoms, in Å:
W: 0.6120 0.6751 1.0460  1.42
C: -1.7734 -1.3672 0.7459  -0.13
C: -2.6441 -0.1319 0.5130  -0.08
C: -2.1930 1.0659 -0.3065  -0.23
C: -3.0583 1.5492 -1.2788  0.02
C: -2.8024 2.7584 -1.9062  0.00
C: -1.6803 3.4846 -1.5426  0.00
C: -0.8231 2.9324 -0.6132  -0.10
N: -1.0586 1.7483 -0.0197  -0.04
N: -0.5436 -1.2031 1.6118  -0.24
C: -0.9733 -1.1208 3.0424  -0.14
C: -1.5354 0.2231 3.3477  -0.34
C: -2.5287 0.4251 4.2882  0.01
C: -2.9803 1.7140 4.5117  0.01
C: -2.4391 2.7515 3.7658  0.00
C: -1.4486 2.4711 2.8494  -0.15
N: -0.9804 1.2244 2.6492  -0.11
C: 0.3252 -2.4248 1.4941  -0.08
C: 1.6938 -2.1831 0.9205  -0.25
C: 2.4627 -3.2428 0.4782  0.02
C: 3.7660 -3.0038 0.0694  0.01
C: 4.2633 -1.7106 0.1085  0.00
C: 3.4311 -0.6935 0.5303  -0.14
N: 2.1710 -0.9273 0.9344  -0.09
H: -1.4437 -1.7686 -0.2041  0.09
H: -2.3969 -2.1257 1.2284  0.14
H: -3.0132 0.2630 1.4620  0.12
H: -3.5402 -0.5147 0.0220  0.13
H: -3.9479 0.9848 -1.5206  0.13
H: -3.4802 3.1325 -2.6613  0.13
H: -1.4462 4.4441 -1.9795  0.13
H: 0.1021 3.4252 -0.3392  0.11
H: -0.0946 -1.2810 3.6725  0.10
H: -1.6857 -1.9201 3.2612  0.15
H: -2.9354 -0.4187 4.8277  0.14
H: -3.7510 1.9061 5.2454  0.13
H: -2.7728 3.7713 3.8895  0.13
H: -1.0057 3.2576 2.2587  0.08
H: -0.2027 -3.2075 0.9487  0.14
H: 0.4866 -2.8185 2.5004  0.14
H: 2.0487 -4.2418 0.4660  0.14
H: 4.3866 -3.8184 -0.2785  0.13
H: 5.2722 -1.4768 -0.1974  0.13
H: 3.7483 0.3396 0.5340  0.11
Cl: 1.5407 2.7932 2.3664  0.29
Ge: 1.8674 0.7834 3.3140  -0.19
Cl: 3.9458 0.5217 3.4885  0.27
Cl: 1.0735 0.8667 5.2724  0.26
O: 1.3021 0.6138 -2.3540  0.12
C: 0.6186 -0.4059 -1.9147  -0.32
O: 0.2715 -0.5608 -0.7155  -0.10
C: 0.2417 -1.3644 -2.9516  -0.12
C: -0.2713 -2.6135 -2.5917  -0.01
C: -0.6198 -3.5185 -3.5756  -0.04
C: -0.4655 -3.1725 -4.9148  -0.03
C: 0.0506 -1.9345 -5.2737  -0.03
C: 0.4147 -1.0242 -4.2963  0.02
H: -0.3641 -2.8893 -1.5497  0.10
H: -1.0048 -4.4931 -3.3100  0.12
H: -0.7436 -3.8798 -5.6844  0.12
H: 0.1755 -1.6806 -6.3165  0.12
H: 0.8297 -0.0665 -4.5781  0.12
N: 1.6816 1.5522 -0.2132  -0.14
C: 1.8359 1.6236 -1.5041  -0.36
C: 2.4673 2.6018 -2.2224  -0.15
C: 2.5419 2.5422 -3.6455  -0.16
N: 2.6034 2.4509 -4.7895  0.20
C: 3.0061 3.7156 -1.5194  -0.18
N: 3.4106 4.5923 -0.8956  0.20

---

What did the first record say?
Entry from the OMol25 dataset: a structure of composition C19H17CdN3O5S (ωB97M-V/def2-TZVPD).

The calculation puts the gap between HOMO and LUMO at 0.2866 Eh. As for the spin multiplicity: 1.

Each line ends with the Löwdin charge.
Positions of all 46 atoms, in Å:
Cd: -0.1065 -0.0208 -0.0303  1.38
O: -2.0641 4.1800 4.0913  0.08
C: -1.6453 3.3013 3.1512  -0.28
C: -2.1548 3.3065 1.8527  0.06
C: -1.6675 2.3742 0.9637  -0.18
N: -0.7452 1.5015 1.3497  0.01
C: -0.2411 1.4812 2.5796  -0.21
C: -0.6714 2.3786 3.5298  0.07
C: 0.8342 0.4040 2.8335  -0.66
O: 1.2737 0.3287 3.9722  0.03
O: 1.1412 -0.3222 1.8205  -0.18
C: -2.1093 2.2732 -0.5121  -0.64
O: -2.9468 3.0845 -0.8799  0.03
O: -1.5116 1.3686 -1.1929  -0.16
H: -2.7157 4.7784 3.7059  0.11
H: -2.9126 4.0087 1.5259  0.13
H: -0.2575 2.3644 4.5286  0.13
C: 3.8280 0.3983 -2.3459  -0.04
C: 3.6279 -0.3999 -3.4578  -0.04
C: 2.4386 -1.0982 -3.5904  0.00
C: 1.4700 -0.9799 -2.6051  -0.20
N: 1.6713 -0.1981 -1.5403  0.04
C: 2.8154 0.4680 -1.4086  -0.10
C: 0.1567 -1.7024 -2.6832  -0.20
C: -0.1805 -2.4962 -3.7693  0.00
C: -1.4253 -3.1010 -3.8078  -0.04
C: -2.3129 -2.8857 -2.7702  -0.03
C: -1.9046 -2.0874 -1.7185  -0.13
N: -0.6948 -1.5313 -1.6651  0.03
H: 4.7445 0.9529 -2.2019  0.11
H: 4.3919 -0.4854 -4.2196  0.11
H: 2.2818 -1.7203 -4.4579  0.10
H: 2.9167 1.0683 -0.5128  0.12
H: 0.5088 -2.6398 -4.5877  0.10
H: -1.6986 -3.7243 -4.6489  0.12
H: -3.3026 -3.3209 -2.7687  0.11
H: -2.5672 -1.8769 -0.8901  0.07
C: -1.9559 -1.1972 3.4105  -0.38
S: -1.8556 -1.8654 1.7409  0.72
C: -0.7218 -3.2390 2.0117  -0.39
H: -2.5711 -1.8354 4.0416  0.04
H: -2.4165 -0.2125 3.3353  0.03
H: -0.9554 -1.0890 3.8297  0.03
H: 0.0963 -2.9074 2.6505  0.04
H: -0.3133 -3.5222 1.0422  0.03
H: -1.2373 -4.0902 2.4514  0.03

---

> Number 3 is which compound?

C30H25Cl3GeN7O2W

---

> Number 1 is which compound?

C19H17CdN3O5S